(1)
Density functional theory data (ωB97M-V/def2-TZVPD) for C32H69B3FIN4O9 as an isolated structure at a distorted geometry.

The geometry in XYZ format:
```
119
Properties=species:S:1:pos:R:3:forces:R:3:mulliken_charge:R:1
H -4.933 -2.519 4.013 0.018 -0.001 -0.014 0.377
C 4.149 -2.153 -3.503 0.693 1.137 2.074 -0.602
H 0.570 -1.044 0.722 1.127 -0.504 -0.478 -0.274
H -0.593 -5.726 1.316 0.896 -0.484 -0.323 0.259
C 1.668 -1.279 0.861 -0.516 0.256 1.834 0.501
H -2.945 0.466 1.962 0.020 -0.009 -0.018 0.189
H 5.228 -4.981 2.993 -0.133 0.612 -0.778 0.309
C 2.685 0.534 -1.266 0.522 1.040 -0.130 -1.134
C 4.696 -1.062 -1.587 2.651 -1.892 0.361 0.016
H 2.655 8.563 -3.999 -0.130 0.000 -0.039 0.369
I 2.484 -4.523 -1.095 -0.492 -0.246 0.081 0.122
C 5.825 -2.865 2.863 0.252 0.128 -0.741 -0.730
O 2.773 -2.563 2.963 0.011 -1.407 -2.294 -0.556
C -6.608 -3.817 3.650 -0.022 0.576 -0.127 -0.849
C 0.497 -5.765 1.047 0.340 0.689 -0.271 -0.778
H 2.816 1.479 -1.864 -0.235 -0.829 0.524 0.494
C -2.931 1.552 1.824 -0.369 0.310 -0.119 0.270
C 1.277 5.904 -2.466 0.523 -0.113 0.088 -0.096
H 4.470 5.030 -2.833 0.140 0.067 0.140 0.415
H 0.893 8.279 -5.689 0.077 0.015 -0.032 0.366
H 0.622 -6.495 -1.008 0.314 1.234 0.291 0.484
C 4.107 4.082 -2.426 -0.147 -0.179 -0.251 -0.901
H 2.967 1.939 0.379 0.298 -1.123 -0.286 0.134
N 2.272 6.911 -2.830 -0.226 -0.088 -0.123 -0.333
C 2.367 0.055 1.337 0.580 0.376 -0.021 -0.495
H 2.136 -1.768 -0.033 -0.516 0.635 0.565 -0.257
C 3.159 0.837 0.204 -0.656 0.338 0.396 -0.631
C -2.135 1.575 -0.501 -0.175 0.193 -0.188 -1.177
H 6.501 -1.166 1.493 -0.848 -0.395 0.660 0.479
O -3.960 -3.564 -0.344 -0.018 0.229 0.198 -0.450
H 0.969 -6.763 1.251 -0.615 0.919 -0.018 0.186
H 6.154 -2.720 -2.339 -1.066 0.835 -0.009 0.368
H -7.434 -6.262 3.504 0.065 -0.009 -0.005 0.337
H -4.176 -1.903 0.890 -0.109 -0.137 0.001 0.453
H -0.080 1.820 -0.998 -0.020 0.068 -0.074 0.084
C 5.224 -2.115 -2.441 -4.257 2.653 -0.626 -0.732
C 2.673 5.536 -5.721 0.189 0.148 -0.288 -0.434
H 4.230 -2.848 -4.367 -0.638 0.885 0.666 0.345
H -2.487 1.877 -1.494 0.111 -0.073 0.044 0.469
O 2.284 6.865 -6.019 -0.185 -0.052 0.097 -0.452
H -3.462 2.842 0.348 -0.026 -0.054 0.036 0.230
H -1.423 -4.528 -0.245 0.859 -0.016 -0.831 -0.399
H 0.767 5.501 -3.347 -0.167 -0.094 0.073 0.104
C 1.290 7.406 -5.165 -0.081 0.201 0.057 -0.466
H -4.972 1.893 2.522 0.030 0.124 -0.164 0.432
H -1.989 0.490 -0.543 0.089 0.026 0.086 0.255
B 3.334 -3.837 2.630 -0.023 -0.475 0.674 0.216
H 2.248 -1.036 -3.808 0.594 0.387 1.142 0.344
H 3.068 5.087 -6.636 -0.087 0.111 0.010 0.352
H 4.369 4.010 -1.366 0.010 0.065 -0.002 0.340
H -0.353 2.019 0.715 -0.123 0.116 0.040 0.030
C -3.500 -2.754 0.729 0.170 0.018 0.074 -0.508
H -5.674 -4.143 -1.284 0.111 0.084 0.036 0.340
B 1.699 -2.401 2.030 -0.733 0.312 0.787 -0.133
H 3.102 -0.142 2.170 -0.839 0.055 -0.864 0.203
H -6.238 -6.163 2.176 0.047 -0.159 0.115 0.287
H 6.908 -3.137 2.763 -0.940 0.015 0.203 0.329
C 1.913 4.723 -1.739 -0.628 -0.168 -0.187 -0.176
C -5.326 -3.126 3.191 -0.106 -0.478 -0.021 -0.091
O 2.711 3.935 -2.627 0.420 0.132 0.321 -0.334
H -1.175 -5.392 -1.811 0.395 0.843 0.601 0.284
O 2.502 -4.979 2.491 -0.571 2.492 -0.872 -0.453
H -5.441 -4.851 0.305 -0.232 0.060 0.120 0.134
O -3.795 3.605 2.817 -0.400 -0.100 -0.184 -0.340
H 0.445 6.712 -5.067 0.144 -0.097 0.062 0.335
H -2.538 -4.354 1.767 0.024 0.136 0.020 0.022
C -5.327 -3.930 -0.270 0.160 -0.158 -0.318 -0.567
H 1.588 0.283 -1.299 1.194 -0.033 0.067 0.461
H -4.746 -4.806 2.209 -0.014 0.036 0.058 0.088
H 5.135 -0.782 2.688 0.621 -0.433 -0.756 0.188
C -4.821 4.318 2.146 0.227 0.115 0.135 -0.700
C 4.933 -4.073 2.398 0.162 0.606 0.968 0.140
C -3.198 -3.518 2.026 -0.004 -0.231 -0.064 -0.382
C -7.219 -5.827 2.523 -0.134 0.173 -0.190 -0.696
H -2.364 4.569 0.407 -0.066 -0.010 0.253 0.133
H -2.622 -2.868 2.695 -0.048 0.062 -0.059 0.384
C 1.806 7.897 -3.805 0.308 0.027 -0.021 -0.718
B 1.224 -4.631 1.932 -0.228 -0.894 0.593 0.159
F 5.145 -4.347 1.004 -0.018 0.239 1.251 -0.296
H 4.798 -1.742 1.210 0.926 0.123 0.797 -0.394
H -4.693 4.272 1.061 -0.187 -0.024 -0.076 0.297
H -1.944 1.921 2.120 0.048 -0.088 0.171 0.030
H -0.841 5.438 0.470 0.063 -0.116 -0.049 0.372
H 5.335 -0.805 -0.716 -1.287 0.404 -0.555 0.205
O 0.635 -3.354 2.170 2.210 -0.552 -1.304 0.579
C -1.289 4.443 0.539 0.089 0.233 -0.275 -0.668
H 4.609 3.275 -2.963 -0.078 0.004 0.008 0.260
O -0.755 3.651 -0.508 -0.200 -0.261 0.281 -0.422
H -0.404 -3.746 -1.584 -0.447 -0.981 0.604 0.239
H 5.631 -2.638 3.950 0.099 -0.452 -1.075 0.293
H 1.616 0.775 1.781 0.547 -0.975 -0.516 0.460
H -7.965 -6.188 1.814 0.011 0.093 0.029 0.229
H 3.484 5.534 -4.990 -0.073 -0.224 0.137 0.120
H 1.032 8.514 -3.334 -0.072 -0.094 -0.054 0.392
H 0.524 6.360 -1.815 -0.009 -0.001 -0.021 0.370
N 3.478 -0.511 -1.954 0.881 -2.206 -1.507 0.715
H -7.279 -3.051 4.052 0.046 -0.026 0.015 0.396
C -0.776 2.251 -0.273 -0.003 -0.207 -0.106 0.512
H 3.086 6.449 -3.213 -0.044 -0.004 0.049 0.110
C -3.948 2.188 2.768 0.506 -0.193 0.235 -0.990
C 3.137 -1.175 -3.158 1.647 -1.942 -0.938 -0.582
O -7.299 -4.412 2.554 0.131 -0.332 0.283 -0.329
H -3.741 1.825 3.780 -0.020 -0.021 -0.047 0.395
H 2.473 5.042 -0.854 0.184 0.087 -0.164 0.530
C 0.614 -5.475 -0.531 -1.649 -0.952 0.742 -0.192
H 1.109 4.067 -1.394 0.128 0.208 -0.049 -0.338
H 4.254 0.687 0.379 -0.922 0.079 -0.586 0.528
H -1.062 4.033 1.527 -0.115 -0.058 -0.025 0.326
H -5.601 -2.453 2.372 -0.098 0.148 0.073 0.144
N -4.311 -4.094 2.781 -0.097 0.229 -0.104 -0.264
C -0.679 -4.709 -1.068 0.507 -0.227 -0.273 -0.273
H -5.812 3.944 2.417 0.008 -0.022 -0.062 0.333
H -6.417 -4.535 4.454 0.086 -0.109 -0.154 0.406
H 1.834 4.926 -5.375 0.047 0.040 0.122 0.250
C 5.579 -1.554 2.006 -0.780 -0.183 0.098 -0.158
N -3.229 1.861 0.427 0.251 -0.011 0.177 -0.284
H -2.557 -2.317 0.389 0.037 -0.078 -0.048 0.202
H -5.948 -3.132 0.144 0.027 -0.068 0.109 0.286
H -4.752 5.364 2.446 0.052 -0.074 0.039 0.238
```
Positions in Å, forces in eV/Å.

Output
* LUMO energy: 0.424 eV
* total energy: -71538.85979 eV
* highest occupied orbital energy: -7.9 eV
* maximum force: 0.0983 hartree/bohr
* frontier orbital gap: 8.29 eV



(2)
Density functional theory data (ωB97M-V/def2-TZVPD) for C32H69Cl14N2O6PSi2 as an isolated structure at a distorted geometry.

The geometry in XYZ format:
```
126
Properties=species:S:1:pos:R:3:forces:R:3:mulliken_charge:R:1
H -12.705 -3.838 -5.432 0.097 0.032 0.102 0.282
H -1.100 2.391 2.880 0.849 0.916 -0.873 0.201
H 1.343 -1.105 1.983 1.177 0.108 -1.163 -0.160
C 6.909 -1.100 0.945 2.183 -1.910 1.965 0.252
H -2.114 -0.649 3.425 0.597 -0.636 -0.079 0.410
H 1.895 1.466 -2.692 -0.250 1.333 1.233 -0.200
H -0.464 -0.651 3.165 -0.559 -0.154 0.171 0.309
H 1.739 2.382 1.675 -1.218 -0.939 0.031 0.073
H 4.063 -2.827 -4.508 -0.055 0.114 0.135 0.365
C -3.752 -1.098 -0.318 -0.911 1.261 0.741 -0.520
H -10.847 -5.101 -4.482 -0.017 0.118 -0.070 0.311
H -4.212 0.928 0.705 -0.295 -1.886 0.118 0.166
C 10.637 -1.199 -3.125 0.358 0.027 0.153 -0.161
C -11.782 -1.684 0.436 -0.020 0.134 -0.368 -0.310
C -10.728 0.498 4.509 -0.043 -0.242 -0.043 -0.364
H 11.185 0.780 -2.424 0.029 -0.087 -0.138 0.324
H -11.292 -3.847 -3.317 0.073 0.054 -0.182 -0.092
C 3.119 8.609 4.453 -0.167 0.122 -0.030 -0.398
Cl -12.514 -2.221 1.969 0.026 -0.017 0.062 -0.203
C -5.137 -3.152 2.229 1.167 0.321 -0.308 -0.570
C 3.082 2.670 -1.137 0.778 -0.058 -0.598 0.058
H -0.476 3.714 4.465 0.981 0.734 -1.115 0.211
H -10.822 -2.190 0.323 -0.160 0.004 0.028 0.363
H -0.017 5.446 4.056 0.596 -1.552 -0.352 0.266
C 1.774 2.409 -2.032 -0.092 0.759 -0.554 -0.390
H 3.610 0.055 -3.519 -0.036 -0.151 0.015 0.129
H -1.847 2.548 -1.633 1.457 -0.562 -1.063 0.200
Si 0.254 0.955 0.075 0.406 1.672 0.381 -1.536
H 3.741 3.490 -1.619 -1.103 -1.293 0.712 0.381
H 10.090 -6.224 -4.700 0.100 0.079 -0.039 0.330
H 10.233 -1.568 -2.179 0.048 0.081 -0.051 0.340
H 6.344 -0.123 2.695 -0.052 -0.663 -1.087 0.319
H 2.384 0.002 -0.790 -1.601 -0.637 0.639 -0.173
C -9.633 0.043 3.566 0.068 -0.175 0.371 -0.421
C 11.261 -5.189 -6.172 -0.017 -0.173 -0.001 -0.437
H -10.598 0.022 5.483 0.087 0.034 -0.121 0.331
H -3.929 -0.588 -1.340 0.320 -1.029 1.457 0.373
H -0.914 1.446 -2.888 -0.068 1.338 0.967 0.215
H 2.481 7.954 3.858 0.100 0.002 0.142 0.246
O 7.754 -1.843 1.529 -2.459 2.665 -2.361 -0.618
C 0.771 1.787 1.758 -0.904 0.509 0.116 0.396
H 1.642 9.283 5.859 0.073 -0.084 -0.077 0.278
C 3.450 -0.257 1.545 -0.167 0.161 0.565 0.295
H 9.341 -4.729 -5.274 0.184 0.054 0.029 0.301
H -11.718 0.237 4.132 0.145 0.083 -0.036 0.246
H 4.649 -1.437 3.080 -0.199 -0.266 -1.652 0.293
O -1.416 0.587 0.220 1.106 -1.812 -0.236 0.073
H -13.686 -1.523 -0.592 0.111 -0.143 0.055 0.371
C -0.429 2.852 2.075 -0.002 -0.804 -0.784 -0.603
Cl -12.867 -3.678 -1.102 -0.075 -0.097 0.024 -0.229
H -11.593 -0.614 0.535 -0.156 -0.251 -0.072 0.131
Cl 4.775 7.956 4.410 -0.015 -0.044 0.007 -0.184
C 1.802 4.007 4.145 -0.818 0.342 -0.470 -0.528
H 12.410 -0.467 -2.160 -0.095 -0.059 -0.092 0.314
H 3.749 1.727 -1.115 -1.054 1.478 0.232 -0.386
C -5.365 -1.575 2.508 -3.361 -0.839 1.649 0.533
C 4.679 -1.199 1.966 -0.026 1.370 -0.311 -0.661
H -0.772 3.324 -2.913 -0.209 -1.541 0.768 0.437
Cl -10.688 2.258 4.786 -0.020 0.046 -0.025 -0.197
Cl 2.315 7.181 6.649 0.021 -0.016 0.027 -0.171
O -0.212 -3.314 1.600 -1.425 0.746 -0.113 -0.504
H -1.212 -1.649 -1.121 0.112 -0.201 0.132 -0.308
C 2.110 -1.054 1.135 0.567 -0.629 -0.817 -0.286
H -4.195 -2.148 -0.294 0.614 1.384 -0.301 0.333
H 5.350 -1.635 -4.291 -0.096 0.062 0.067 0.211
Cl 9.253 -0.612 -4.083 -0.068 -0.002 -0.061 -0.206
H 3.291 9.324 6.494 -0.014 -0.157 -0.099 0.343
C -4.568 -0.169 0.743 -0.314 0.621 -1.476 -0.563
Cl 10.944 -4.347 -3.586 -0.012 -0.479 -0.010 -0.189
P -1.597 -2.297 1.902 0.188 -1.366 1.298 0.231
H 2.354 4.021 3.135 -0.817 0.219 1.637 0.079
Cl -9.197 -3.443 -4.329 0.033 0.051 0.015 -0.193
Si -1.850 -1.072 0.087 -0.869 2.068 -1.104 0.423
C 6.852 -0.980 -0.644 -0.638 0.410 0.922 -0.026
H -6.077 -3.660 1.824 1.143 1.055 0.794 0.274
H 3.241 0.455 2.431 0.334 -1.094 -1.348 0.063
N 5.940 -0.362 1.768 0.483 -0.779 -0.459 -0.226
H 2.874 3.027 -0.075 0.105 -0.648 -1.417 0.030
Cl 12.509 0.391 -4.339 -0.023 0.023 -0.028 -0.193
C -0.879 2.392 -2.241 0.453 0.939 0.408 -1.246
H 6.487 -1.968 -1.083 0.814 1.520 0.786 0.079
H 11.082 -2.043 -3.656 -0.138 0.548 0.041 0.065
C 3.376 -0.799 -4.158 0.199 0.053 -0.085 -0.368
Cl 11.464 -3.560 -6.865 0.014 0.024 0.074 -0.168
O -6.430 -1.290 3.122 4.415 -0.217 -2.416 -0.511
C -12.690 -1.939 -0.751 0.078 0.290 0.031 -0.395
H -11.259 -3.446 -6.370 0.018 0.089 0.161 0.349
H -4.815 -3.647 3.219 -0.652 0.883 -1.482 0.293
H -8.652 0.396 3.887 -0.138 0.011 -0.121 0.387
H 2.432 -2.144 0.924 -0.654 1.641 0.382 0.341
H 3.847 0.432 0.711 -0.782 -1.257 1.110 -0.287
Cl 1.696 -1.292 -3.829 -0.027 -0.008 -0.003 -0.161
H -9.606 -1.048 3.528 -0.068 0.111 0.002 0.251
C 2.599 8.758 5.869 -0.024 0.218 -0.100 -0.448
H 2.209 4.825 4.824 -0.251 -1.416 -0.706 0.148
H -0.599 -4.090 1.124 0.494 0.847 0.799 0.290
Cl -9.905 0.610 1.898 0.195 0.249 0.060 -0.215
H 0.328 3.379 -0.641 0.134 -1.226 -0.713 0.395
O 0.063 4.174 2.398 -1.347 -1.319 1.278 -0.430
Cl 4.513 -2.385 -2.234 -0.606 -0.221 -0.273 -0.130
C 11.652 -0.106 -2.858 -0.141 -0.020 0.211 -0.500
H 4.796 -2.110 1.291 -0.587 0.948 1.131 0.348
H 1.910 2.948 4.552 -0.057 1.525 -0.225 0.244
C 4.357 -1.936 -3.951 0.025 0.067 -0.269 -0.474
C -11.724 -3.362 -5.386 -0.005 -0.264 -0.041 -0.447
O -4.398 -0.604 2.124 -1.545 -1.438 0.069 -0.306
C 0.240 4.350 3.829 1.178 0.308 0.157 -0.161
H 10.883 -5.828 -6.973 -0.048 0.070 0.114 0.304
H 1.117 -1.295 -0.955 0.388 1.052 1.118 0.409
C 1.469 -0.467 -0.252 1.345 -0.678 0.098 0.433
H -4.274 -3.338 1.496 -1.331 0.375 1.194 0.080
N -1.281 -1.260 3.320 0.475 -0.160 -1.546 -0.715
H -1.105 2.985 1.146 1.123 -0.151 1.413 0.206
Cl -12.003 -1.634 -5.052 0.025 0.043 0.018 -0.186
C -10.882 -4.023 -4.314 -0.213 -0.122 0.031 -0.018
C 10.291 -5.196 -5.009 -0.114 -0.222 -0.200 -0.432
H -12.267 -1.477 -1.646 0.040 -0.063 0.099 0.246
H 6.098 -0.144 -0.897 1.297 -1.392 0.201 0.002
C 0.387 2.398 -1.229 -0.251 -0.043 -0.697 0.457
H -5.692 -0.123 0.480 1.679 -0.259 0.477 0.376
H 7.886 -0.742 -1.062 -1.394 -0.299 0.727 0.083
H 12.245 -5.557 -5.878 -0.125 0.122 0.033 0.304
H 1.721 3.283 -2.788 -0.052 -1.320 1.093 0.532
H 0.881 1.003 2.579 -0.077 1.209 -0.822 0.278
H 3.409 -0.466 -5.197 0.023 -0.103 0.083 0.452
H 3.151 9.587 3.967 0.003 -0.060 0.124 0.341
```
Positions in Å, forces in eV/Å.

Output
* LUMO energy: 0.286 eV
* total energy: -249926.50726 eV
* highest occupied orbital energy: -8.3 eV
* maximum force: 0.0980 hartree/bohr
* frontier orbital gap: 8.57 eV



Among the records above, which one has the highest frontier orbital gap? C32H69Cl14N2O6PSi2